# 1
Molecular formula: C12H14IN3O2Pb
Method: DFT, ωB97M-V/def2-TZVPD

CARTESIAN COORDINATES (ANGSTROEM)
1 C 0.204 3.848 1.559
2 C 3.094 0.052 0.005
3 H 0.259 3.667 0.486
4 H 1.149 3.707 2.096
5 H -0.131 4.882 1.710
6 H 2.848 -0.289 -1.011
7 H 4.035 0.641 -0.048
8 H 3.197 -0.798 0.690
9 C -1.367 2.046 -1.024
10 C -2.741 2.066 -1.266
11 C -3.425 0.851 -1.358
12 C -2.681 -0.323 -1.229
13 H -0.798 2.979 -1.001
14 H -3.233 3.030 -1.338
15 H -4.495 0.810 -1.538
16 H -3.125 -1.310 -1.333
17 N -0.667 0.930 -0.782
18 C -1.308 -0.249 -0.938
19 C -0.520 -1.501 -0.739
20 N 0.427 -1.457 0.205
21 C 1.106 -2.572 0.491
22 C 0.054 -3.783 -1.313
23 C 0.974 -3.757 -0.257
24 H 1.805 -2.502 1.330
25 H 1.613 -4.602 -0.022
26 C -0.732 -2.650 -1.536
27 H -1.482 -2.584 -2.322
28 H -0.073 -4.650 -1.959
29 Pb 1.689 1.536 0.615
30 I -1.368 2.739 2.493
31 O 1.837 -1.129 3.751
32 N 1.988 -0.463 2.738
33 O 1.867 0.835 2.844

Summary:
Relative energy (zero: lowest compared OMol25 entry of this formula, charge and spin) = 0.0 kcal per mole
Kohn-Sham gap (spin up / spin down) = 4.066 / 4.449 eV
Electronic energy = -34561.642 eV
Net charge = +2
Lowest unoccupied orbital energy (spin up / spin down) = -11.2 / -10.8 eV

***

# 2
Molecular formula: CH5FSi
Method: DFT, ωB97M-V/def2-TZVPD

CARTESIAN COORDINATES (ANGSTROEM)
1 C 0.565 -0.045 0.712
2 F -0.010 -0.054 1.993
3 Si -0.665 0.112 -0.746
4 H 1.285 0.735 0.666
5 H 1.142 -1.002 0.597
6 H 0.142 -0.934 -1.456
7 H -0.473 1.641 -1.089
8 H -1.986 -0.454 -0.677

Summary:
Relative energy (zero: lowest compared OMol25 entry of this formula, charge and spin) = 5.6 kcal per mole
Kohn-Sham gap = 11.494 eV
SMILES = FC[SiH3]
Electronic energy = -11711.558 eV
Lowest unoccupied orbital energy = 0.9 eV

***

# 3
Molecular formula: C4H6ORb
Method: DFT, ωB97M-V/def2-TZVPD

CARTESIAN COORDINATES (ANGSTROEM)
1 C 1.446 1.252 -0.420
2 C 1.048 0.570 0.766
3 C 0.383 -0.645 0.347
4 C -1.083 -0.643 0.386
5 O -1.766 -0.840 -0.613
6 Rb -5.465 -1.501 -2.019
7 H 2.480 1.074 -0.737
8 H 1.201 2.320 -0.409
9 H 1.820 0.429 1.527
10 H 0.750 -0.011 -1.021
11 H 0.769 -1.550 0.838
12 H -1.583 -0.456 1.355

Summary:
Relative energy (zero: lowest compared OMol25 entry of this formula, charge and spin) = 102.0 kcal per mole
Kohn-Sham gap (spin up / spin down) = 6.803 / 6.816 eV
Electronic energy = -6936.322 eV
Net charge = +1
Lowest unoccupied orbital energy (spin up / spin down) = -4.1 / -4.1 eV

***

# 4
Molecular formula: C3H10NOP
Method: DFT, ωB97M-V/def2-TZVPD

CARTESIAN COORDINATES (ANGSTROEM)
1 C -1.415 -1.260 -0.074
2 C -1.035 1.289 -0.447
3 C -0.559 -0.016 0.215
4 N 0.793 -0.384 -0.131
5 O 3.347 -0.134 -0.637
6 P 2.285 0.144 0.374
7 H -1.263 -2.126 0.584
8 H -2.428 -0.954 0.155
9 H -1.383 -1.726 -0.982
10 H -0.261 2.152 -0.152
11 H -2.053 1.695 -0.191
12 H -1.176 1.110 -1.460
13 H -0.447 0.338 1.185
14 H 0.886 -1.258 -0.921
15 H 2.087 1.590 0.785
16 H 2.623 -0.458 1.696

Summary:
Relative energy (zero: lowest compared OMol25 entry of this formula, charge and spin) = 84.3 kcal per mole
Kohn-Sham gap (spin up / spin down) = 4.409 / 7.182 eV
Spin multiplicity = 3
Electronic energy = -16092.917 eV
Lowest unoccupied orbital energy (spin up / spin down) = 0.6 / -3.4 eV

***

# 5
Molecular formula: C35H62F13N3O12P
Method: DFT, ωB97M-V/def2-TZVPD

CARTESIAN COORDINATES (ANGSTROEM)
1 N -2.612 -4.775 -0.880
2 C -3.002 -3.578 -1.295
3 C -2.864 -3.250 -2.851
4 P -2.633 -1.349 -3.217
5 C -1.223 -1.685 -4.476
6 C 0.239 -1.717 -3.789
7 C 1.277 -2.731 -4.540
8 C 2.484 -1.893 -5.177
9 C 3.878 -2.690 -5.252
10 N 4.127 -3.587 -4.080
11 C -2.568 0.539 -3.448
12 C -1.439 1.311 -2.631
13 C -1.753 1.561 -1.079
14 F -1.541 2.986 -0.885
15 F -3.132 1.375 -0.894
16 C -0.784 0.842 -0.052
17 F -0.081 -0.251 -0.639
18 F 0.270 1.781 0.222
19 C -1.364 0.304 1.330
20 F -2.622 -0.354 1.235
21 F -0.502 -0.799 1.685
22 C -1.286 1.220 2.623
23 F 0.070 1.316 3.075
24 F -1.937 0.484 3.677
25 C -1.886 2.675 2.623
26 F -1.767 3.125 3.983
27 F -1.127 3.646 1.916
28 C -3.436 2.856 2.264
29 F -3.648 3.475 1.012
30 F -4.219 1.717 2.436
31 F -3.966 3.805 3.188
32 O -4.087 -1.096 -2.193
33 N -5.211 -1.175 -2.938
34 O -5.944 -0.248 -2.675
35 H -2.264 -5.319 -1.691
36 H -3.428 -2.893 -0.500
37 H -1.964 -3.869 -3.223
38 H -3.832 -3.582 -3.354
39 H -1.739 -1.334 -2.081
40 H -3.563 -1.534 -4.336
41 H -1.347 -2.719 -4.977
42 H -1.165 -0.939 -5.332
43 H 0.230 -1.971 -2.682
44 H 0.689 -0.671 -3.978
45 H 1.593 -3.490 -3.756
46 H 0.733 -3.321 -5.364
47 H 2.706 -0.911 -4.630
48 H 2.189 -1.580 -6.247
49 H 4.030 -3.209 -6.272
50 H 4.703 -1.884 -5.214
51 H 3.728 -4.502 -4.335
52 H 5.146 -3.732 -4.027
53 H -2.340 0.738 -4.564
54 H -3.631 0.960 -3.308
55 H -1.342 2.340 -3.144
56 H -0.449 0.793 -2.831
57 O 6.555 1.980 2.700
58 C 5.449 2.462 2.776
59 O 4.474 2.043 1.949
60 C 3.090 2.406 2.083
61 C 2.806 3.726 1.398
62 C 5.164 3.595 3.721
63 H 2.782 2.401 3.131
64 H 2.516 1.618 1.591
65 H 3.370 4.546 1.849
66 H 1.743 3.966 1.454
67 H 3.103 3.680 0.348
68 H 5.452 4.536 3.250
69 H 5.760 3.448 4.624
70 H 4.127 3.649 4.045
71 O 3.904 -4.425 -1.402
72 C 4.506 -3.614 -0.745
73 O 5.851 -3.532 -0.838
74 C 6.634 -2.483 -0.253
75 C 6.971 -2.795 1.191
76 C 3.793 -2.749 0.255
77 H 6.144 -1.514 -0.370
78 H 7.559 -2.434 -0.833
79 H 6.073 -2.868 1.808
80 H 7.617 -2.020 1.611
81 H 7.483 -3.758 1.263
82 H 3.678 -3.301 1.190
83 H 2.805 -2.507 -0.143
84 H 4.286 -1.798 0.448
85 O -6.266 2.623 9.084
86 C -5.267 2.488 8.418
87 O -5.261 2.867 7.127
88 C -4.081 2.931 6.310
89 C -3.774 1.584 5.688
90 C -4.049 1.812 8.981
91 H -3.236 3.337 6.871
92 H -4.298 3.648 5.518
93 H -3.563 0.829 6.449
94 H -2.918 1.653 5.028
95 H -4.632 1.224 5.115
96 H -4.161 0.731 8.884
97 H -3.970 2.070 10.039
98 H -3.116 2.127 8.520
99 O -1.431 1.668 -5.966
100 C -1.757 2.786 -6.282
101 O -2.718 3.427 -5.589
102 C -3.043 4.813 -5.753
103 C -4.032 5.012 -6.884
104 C -1.173 3.448 -7.498
105 H -2.141 5.417 -5.872
106 H -3.504 5.130 -4.815
107 H -3.616 4.694 -7.843
108 H -4.320 6.062 -6.964
109 H -4.930 4.412 -6.714
110 H -1.726 3.125 -8.382
111 H -0.131 3.134 -7.593
112 H -1.161 4.534 -7.448
113 O 3.687 -4.949 4.568
114 C 2.580 -4.471 4.642
115 O 1.607 -4.893 3.814
116 C 0.222 -4.534 3.948
117 C -0.067 -3.214 3.264
118 C 2.289 -3.338 5.586
119 H -0.086 -4.541 4.996
120 H -0.346 -5.325 3.454
121 H 0.494 -2.394 3.719
122 H -1.132 -2.977 3.319
123 H 0.230 -3.257 2.214
124 H 2.575 -2.397 5.115
125 H 2.884 -3.482 6.490
126 H 1.252 -3.287 5.909

Summary:
Relative energy (zero: lowest compared OMol25 entry of this formula, charge and spin) = 113.3 kcal per mole
Kohn-Sham gap = 6.024 eV
Electronic energy = -110949.280 eV
Net charge = -1
Lowest unoccupied orbital energy = 1.6 eV

***

# 6
Molecular formula: C9H15NO2Si
Method: DFT, ωB97M-V/def2-TZVPD

CARTESIAN COORDINATES (ANGSTROEM)
1 C 0.983 -0.901 2.690
2 C 3.028 -1.841 -1.312
3 C 2.461 2.147 -0.578
4 C 1.110 0.048 1.775
5 C 1.883 -1.820 -0.645
6 C 1.599 1.256 -1.043
7 C -1.900 -0.425 -0.299
8 C -4.144 -1.098 -0.232
9 C -1.479 1.963 -0.151
10 N -2.739 -1.368 -0.379
11 O -0.602 -0.632 -0.483
12 O -2.333 0.847 -0.042
13 Si 0.986 -0.259 -0.092
14 H 1.032 -0.695 3.750
15 H 0.822 -1.933 2.420
16 H 3.511 -2.762 -1.602
17 H 3.532 -0.934 -1.610
18 H 2.803 2.983 -1.168
19 H 2.872 2.080 0.415
20 H 1.271 1.065 2.119
21 H 1.424 -2.766 -0.383
22 H 1.246 1.377 -2.062
23 H -4.418 -1.137 0.824
24 H -4.432 -0.119 -0.624
25 H -4.681 -1.883 -0.761
26 H -2.131 2.833 -0.057
27 H -0.972 1.992 -1.119
28 H -0.732 1.980 0.647

Summary:
Relative energy (zero: lowest compared OMol25 entry of this formula, charge and spin) = 0.0 kcal per mole
Kohn-Sham gap = 9.744 eV
SMILES = C=C[Si](C=C)(C=C)O/C(=N/C)OC
Electronic energy = -23037.682 eV
Lowest unoccupied orbital energy = 0.8 eV

***

> Among the records above, which one has the lowest electronic energy?

C35H62F13N3O12P

***

> Among the records above, which one has the highest electronic energy?

C4H6ORb

***

> Which value of electronic energy does entry 4 give?

-16092.917 eV